# 1
# C4H3NS

A single C4H3NS molecule at a distorted geometry (ωB97M-V/def2-TZVPD, the OMol25 dataset).

Geometry as XYZ:
```
9
Properties=species:S:1:pos:R:3:mulliken_charge:R:1
C 0.72 0.46 -0.15 0.411
C 1.97 0.06 -0.18 0.097
C -0.43 0.17 0.07 0.284
C -1.87 0.01 0.12 -1.218
N 2.58 -0.94 -0.56 -0.362
S 3.69 0.32 0.21 -0.180
H -2.03 -0.90 -0.37 0.282
H -2.47 0.76 -0.28 0.364
H -2.15 0.07 1.14 0.322
```

The total energy comes out at -606.99730 a.u. Its spin multiplicity is 1. As for the structure (SMILES): CC#CC1=NS1. As for the LUMO energy: 0.1 eV. The charge is 0.

# 2
# C21H24N4O2

A single C21H24N4O2 molecule (ωB97M-V/def2-TZVPD, the OMol25 dataset).

Geometry as XYZ:
```
51
Properties=species:S:1:pos:R:3:mulliken_charge:R:1
C -2.30 -6.34 0.70 -1.115
C -1.80 -5.10 1.43 -0.301
H -2.50 -4.82 2.21 0.333
H -0.81 -5.26 1.86 0.319
O -1.63 -4.00 0.54 -0.372
C -2.76 -3.31 0.24 0.815
O -3.84 -3.54 0.73 -0.659
N -2.54 -2.35 -0.69 0.172
C -1.24 -1.95 -1.17 -1.251
H -0.49 -2.67 -0.85 0.438
C -0.91 -0.55 -0.64 0.199
N -1.94 0.38 -1.05 0.118
C -3.22 -0.02 -0.49 -0.592
C -3.59 -1.41 -1.02 -1.048
H -4.52 -1.77 -0.58 0.489
H -3.69 -1.37 -2.11 0.329
H -3.99 0.69 -0.81 0.425
H -3.20 -0.05 0.61 0.314
C -1.61 1.76 -0.70 -1.156
C -0.42 2.21 -1.49 0.862
C 0.86 2.49 -1.03 -0.591
N 1.59 2.80 -2.13 0.582
N 0.87 2.75 -3.25 -1.123
C -0.34 2.38 -2.88 -0.638
H -1.12 2.25 -3.60 0.554
H 2.55 3.09 -2.16 0.290
C 1.40 2.49 0.32 0.463
C 0.81 3.28 1.28 -0.214
C 1.32 3.33 2.59 -0.963
C 2.42 2.59 2.93 -0.807
C 3.05 1.76 1.98 0.928
C 4.17 0.98 2.32 -0.809
C 4.75 0.15 1.40 -0.566
C 4.22 0.06 0.10 -0.834
C 3.14 0.81 -0.26 -0.704
C 2.53 1.69 0.66 0.615
H 2.73 0.72 -1.25 0.442
H 4.68 -0.62 -0.61 0.408
H 5.61 -0.45 1.67 0.390
H 4.56 1.04 3.33 0.388
H 2.82 2.64 3.93 0.402
H 0.84 3.97 3.32 0.392
H -0.04 3.89 1.02 0.600
H -2.47 2.38 -0.95 0.495
H -1.40 1.86 0.38 0.460
H 0.04 -0.22 -1.05 0.050
H -0.81 -0.59 0.46 0.193
H -1.27 -1.91 -2.26 0.296
H -2.35 -7.17 1.39 0.383
H -3.29 -6.15 0.29 0.309
H -1.63 -6.59 -0.12 0.290
```

The total energy comes out at -1184.16508 a.u. Its spin multiplicity is 1. As for the structure (SMILES): CCOC(=O)N1CCN(Cc2cn[nH]c2-c2cccc3ccccc23)CC1. As for the LUMO energy: 0.2 eV. The charge is 0.

# 3
# C44H124N8O17

14 unconnected molecules or ions with the total composition C44H124N8O17 at a distorted geometry (ωB97M-V/def2-TZVPD, the OMol25 dataset).

Geometry as XYZ:
```
193
Properties=species:S:1:pos:R:3:mulliken_charge:R:1
C -5.61 12.66 20.51 -0.060
O -6.96 12.95 20.20 -0.461
H -4.96 13.52 20.32 0.546
H -5.52 12.41 21.57 -0.209
H -5.22 11.80 19.96 -0.078
H -7.03 13.34 19.32 0.269
C -5.02 10.00 17.09 -0.509
O -5.71 11.27 17.26 -0.628
H -4.38 9.80 17.95 0.154
H -5.78 9.24 16.93 0.227
H -4.40 10.09 16.19 0.405
H -5.02 11.93 17.30 0.317
C -8.11 8.43 28.15 -0.849
O -7.95 7.97 26.82 -0.328
H -9.01 9.06 28.24 0.318
H -8.31 7.56 28.79 0.223
H -7.22 8.96 28.46 0.242
H -8.83 7.88 26.38 0.218
C -11.83 11.20 25.45 -0.743
O -11.63 9.92 24.89 -0.607
H -12.38 11.86 24.76 0.166
H -12.48 11.08 26.32 0.371
H -10.88 11.60 25.80 0.203
H -11.03 9.95 24.12 0.134
C -8.97 10.94 18.78 0.269
O -8.43 10.56 17.54 -0.671
H -8.43 10.56 19.64 -0.063
H -9.09 12.03 18.82 0.231
H -10.01 10.61 18.80 -0.312
H -7.47 10.69 17.53 0.323
C -15.41 7.87 18.41 -0.486
O -15.39 8.21 19.79 -0.626
H -14.54 7.25 18.19 0.277
H -16.33 7.33 18.21 0.298
H -15.33 8.77 17.80 0.066
H -14.50 8.36 20.12 0.399
C -6.30 8.85 20.02 -0.005
O -7.32 8.54 20.94 0.896
C -7.21 9.32 22.11 1.371
C -8.33 9.14 23.14 -1.188
N -9.66 9.57 22.72 1.147
C -10.26 8.67 21.73 1.612
C -11.59 9.27 21.27 -0.651
O -12.33 8.41 20.44 0.301
C -11.67 7.94 19.29 -0.484
H -6.26 9.93 19.83 -0.598
H -6.54 8.40 19.06 0.308
H -5.32 8.59 20.43 -0.247
H -7.29 10.38 21.80 -1.257
H -6.26 9.18 22.65 0.391
H -8.00 9.74 24.00 -0.094
H -8.37 8.12 23.52 -0.199
H -9.60 10.53 22.34 -0.616
H -10.35 7.68 22.19 -0.743
H -9.62 8.53 20.85 0.287
H -11.37 10.19 20.71 -0.362
H -12.18 9.51 22.16 0.302
H -10.82 7.27 19.50 -0.204
H -11.27 8.77 18.70 0.180
H -12.37 7.37 18.69 0.303
C -13.84 13.45 21.84 -0.784
O -12.59 13.70 21.23 -0.425
C -11.57 13.25 22.13 0.013
C -10.22 13.33 21.43 -0.677
N -9.21 12.48 22.05 1.782
C -8.83 12.84 23.42 0.149
C -7.89 14.04 23.46 -0.489
O -7.59 14.33 24.81 -0.318
C -6.81 15.50 24.96 -0.856
H -14.62 13.82 21.17 0.241
H -13.94 14.02 22.77 0.359
H -14.04 12.39 22.00 0.299
H -11.79 12.21 22.40 -0.189
H -11.62 13.86 23.03 0.504
H -9.89 14.38 21.42 0.322
H -10.41 12.99 20.41 0.026
H -8.42 12.39 21.43 -1.195
H -8.39 11.97 23.90 -0.877
H -9.74 13.11 23.96 0.257
H -8.38 14.92 23.03 0.730
H -6.97 13.80 22.92 0.163
H -5.77 15.36 24.64 0.278
H -6.83 15.81 26.00 0.288
H -7.30 16.29 24.38 0.406
C -0.67 1.74 16.61 -0.679
O 0.43 2.41 17.13 -0.362
C 0.25 3.80 17.31 -0.622
C -0.64 4.14 18.49 -0.081
N -0.79 5.59 18.67 -0.390
C -1.32 5.89 20.00 -0.322
C -1.72 7.35 20.03 -0.412
O -2.17 7.62 21.35 -0.175
C -2.45 8.98 21.55 -0.404
H -1.47 1.54 17.34 0.248
H -0.36 0.78 16.20 0.262
H -1.17 2.27 15.78 0.309
H -0.08 4.28 16.38 0.316
H 1.24 4.22 17.46 0.318
H -0.31 3.64 19.40 0.397
H -1.63 3.67 18.35 -0.075
H -1.52 5.89 18.03 0.305
H -0.61 5.79 20.82 0.356
H -2.21 5.29 20.23 0.142
H -2.52 7.58 19.31 0.078
H -0.89 8.00 19.75 0.369
H -1.64 9.67 21.29 0.517
H -2.71 9.12 22.60 0.074
H -3.33 9.30 20.97 -0.036
C -9.75 5.11 25.48 -1.600
C -10.48 6.33 24.96 2.559
C -11.80 6.02 24.25 -1.099
O -11.47 5.25 23.10 -0.225
C -12.52 5.14 22.17 -0.730
N -10.62 7.36 26.00 -0.279
H -10.25 4.56 26.28 0.446
H -8.74 5.39 25.79 0.236
H -9.58 4.44 24.63 0.297
H -9.88 6.79 24.18 -1.633
H -12.26 6.99 24.00 0.279
H -12.52 5.44 24.84 0.618
H -13.45 4.80 22.64 0.409
H -12.20 4.44 21.41 0.239
H -12.71 6.08 21.64 0.107
H -11.24 7.01 26.74 0.309
H -11.13 8.17 25.66 0.160
C -16.82 11.20 15.91 -1.421
C -16.81 11.30 17.42 0.713
C -15.55 11.98 17.99 -0.497
O -14.44 11.12 17.89 -0.408
C -13.33 11.62 18.60 -0.305
N -17.98 12.09 17.83 -0.745
H -17.66 10.58 15.61 0.365
H -15.88 10.81 15.50 0.324
H -16.91 12.17 15.41 0.409
H -16.89 10.33 17.91 0.138
H -15.73 12.25 19.03 0.126
H -15.35 12.86 17.36 0.232
H -13.08 12.61 18.20 0.457
H -12.47 10.97 18.47 0.150
H -13.50 11.71 19.68 0.033
H -18.11 12.89 17.21 0.300
H -17.83 12.52 18.74 0.238
C -4.85 4.02 19.57 -1.388
C -6.12 4.37 18.79 0.212
C -7.02 5.26 19.63 0.514
O -7.70 4.48 20.59 -0.455
C -8.89 5.07 21.07 -0.548
N -5.78 5.02 17.50 -0.671
H -5.15 3.66 20.55 0.307
H -4.29 4.96 19.62 0.100
H -4.21 3.29 19.08 0.513
H -6.66 3.46 18.50 0.394
H -7.72 5.83 19.00 0.385
H -6.39 5.98 20.16 -0.717
H -9.62 5.12 20.25 0.300
H -8.70 6.07 21.47 0.252
H -9.26 4.43 21.86 0.223
H -5.44 4.34 16.84 0.263
H -6.67 5.37 17.14 0.245
C -3.11 7.00 25.51 -1.655
C -4.62 7.19 25.50 2.163
C -5.40 5.89 25.30 -0.048
O -5.17 5.24 24.07 -0.492
C -5.30 6.04 22.93 0.166
N -5.02 7.79 26.78 -0.679
H -2.84 6.40 26.38 0.368
H -2.58 7.95 25.51 0.384
H -2.79 6.42 24.64 0.315
H -4.91 7.88 24.69 -0.868
H -6.46 6.12 25.45 -0.380
H -5.09 5.17 26.06 0.397
H -6.15 6.75 22.92 -0.002
H -5.41 5.40 22.06 -0.212
H -4.43 6.69 22.77 0.274
H -4.77 8.76 26.91 0.168
H -6.04 7.80 26.79 0.430
C -5.63 13.14 27.67 -1.309
C -5.85 11.65 27.37 0.093
C -5.82 11.50 25.85 1.331
O -4.52 11.84 25.38 -0.546
C -4.51 11.99 23.99 0.274
N -4.82 10.82 27.95 -0.554
H -4.65 13.49 27.35 0.278
H -5.74 13.29 28.75 0.431
H -6.36 13.82 27.22 0.136
H -6.86 11.39 27.69 0.288
H -6.57 12.14 25.36 -0.627
H -6.04 10.48 25.52 -0.354
H -3.50 12.23 23.65 0.346
H -5.15 12.84 23.70 -0.152
H -4.85 11.08 23.48 -0.210
H -4.79 10.87 28.96 0.244
H -3.94 11.19 27.60 0.253
```

The total energy comes out at -3467.64011 a.u. Its spin multiplicity is 1. As for the LUMO energy: -0.1 eV. The charge is 0.

HOMO level across the listed records, respectively: -8.311, -8.343, -8.139 eV.
Relative energy (zero: lowest compared OMol25 entry of this formula, charge and spin) across the listed records, respectively: 290.63, 134.83, 0.00 kJ/mol.
Gap between HOMO and LUMO across the listed records, respectively: 0.308, 0.315, 0.295 Ha.